DFT (ωB97M-V/def2-TZVPD) results for the molecule C4H8N2O at a distorted geometry.

Results
E_tot in hartree: -341.7820
Charge: 0
HOMO energy in eV: -9.09
Lowest unoccupied orbital energy in eV: 0.1
Kohn-Sham gap in eV: 9.20
Energy relative to the best compared isomer or geometry (same formula, charge and spin) in eV: 6.032

Last columns: bonded neighbours and bond lengths (Å).
Geometry (Å):
1 C -1.749 -0.769 -0.512  C2 1.510, H8 1.093, H9 1.091, H10 1.098
2 C -0.706 0.314 -0.380  C1 1.510, N3 1.477, C5 1.491, H11 1.105
3 N -0.523 1.080 0.869  C2 1.477, H12 1.040
4 C 1.297 1.187 0.024  C5 1.449, H13 1.107, H14 1.090
5 C 0.712 -0.117 -0.212  C2 1.491, C4 1.449, N6 1.273
6 N 0.991 -1.235 0.329  C5 1.273, O7 1.390
7 O 2.241 -1.224 0.937  N6 1.390, H15 0.966
8 H -2.763 -0.365 -0.556  C1 1.093
9 H -1.674 -1.496 0.298  C1 1.091
10 H -1.552 -1.282 -1.463  C1 1.098
11 H -0.796 1.007 -1.235  C2 1.105
12 H -1.222 1.850 0.873  N3 1.040
13 H 2.329 1.212 0.423  C4 1.107
14 H 1.157 1.923 -0.767  C4 1.090
15 H 2.257 -2.085 1.374  O7 0.966